ORCA calculation (ωB97M-V/def2-TZVPD) on a 2-piece molecular cluster, C6H20N4 overall in a non-equilibrium geometry.

largest force on an atom	2.9	eV/Å
E_HOMO	-8.1124	eV
ΔE to the lowest compared entry with this formula, charge and spin	50.8	kJ/mol
orbital gap	9.042	eV
DFT total energy	-12505.628	eV

```
! RIJCOSX wB97M-V def2-TZVPD def2/J DEFGRID3
* xyz 0 1
C -1.112 0.931 0.335
C 1.101 1.916 -0.508
C -0.218 0.601 -1.996
C -0.622 1.340 1.729
N 0.159 0.806 -0.599
N -1.728 -0.345 0.459
N -1.972 1.956 -0.231
H -0.837 -1.148 0.520
H -2.249 -0.568 -0.384
H -2.799 1.558 -0.662
H -2.294 2.627 0.455
H 1.548 1.950 0.482
H -0.601 1.511 -2.469
H 0.621 2.880 -0.715
H 1.901 1.767 -1.237
H -0.979 -0.175 -2.060
H 0.660 0.265 -2.552
H 0.190 0.701 2.066
H -0.294 2.376 1.747
H -1.457 1.226 2.415
C 0.713 -2.723 -0.713
C 1.510 -1.968 1.437
N 0.598 -1.719 0.334
H 0.713 -0.685 -0.096
H 1.715 -2.749 -1.162
H 1.296 -2.937 1.894
H 0.496 -3.716 -0.309
H -0.010 -2.507 -1.497
H 1.388 -1.196 2.195
H 2.562 -1.972 1.121
*
```

Atom charges from the Löwdin analysis, given in e for atoms 1 to 5:
1. C -0.6554
2. C -0.1044
3. C -0.1137
4. C -0.0362
5. N -0.2513

ORCA calculation (ωB97M-V/def2-TZVPD) on C14H12AsBr2O8PtS2 as an isolated structure in a non-equilibrium geometry.

largest force on an atom	2.7	eV/Å
E_HOMO (spin up / spin down)	-5.6490 / -5.6495	eV
orbital gap (spin up / spin down)	6.732 / 6.736	eV
DFT total energy	-256934.843	eV

```
! RIJCOSX wB97M-V def2-TZVPD def2/J DEFGRID3
* xyz -1 1
Pt -0.765 -1.022 -0.307
Br 1.002 3.084 0.795
C -0.843 2.764 0.363
Br -1.128 2.101 -1.445
H -1.369 3.715 0.428
H -1.249 2.011 1.035
O 3.053 -1.172 -1.484
As 1.812 0.047 -1.521
O 2.527 1.458 -1.821
O 1.033 0.108 -0.028
C 0.609 -0.406 -3.025
C 0.561 0.562 -4.023
C -0.266 0.408 -5.121
C -1.079 -0.712 -5.225
C -1.015 -1.691 -4.249
C -0.172 -1.538 -3.157
S -0.186 -2.916 -2.003
O -1.543 -2.841 -1.405
O 0.038 -4.104 -2.776
O 0.838 -2.655 -0.983
H 2.624 -1.954 -1.124
H 1.191 1.438 -3.913
H -0.283 1.168 -5.888
H -1.756 -0.819 -6.060
H -1.608 -2.592 -4.302
O -6.546 -4.842 -1.563
C -5.841 -4.958 -0.412
O -5.934 -5.965 0.243
C -5.015 -3.790 -0.024
C -4.687 -2.756 -0.909
C -3.918 -1.695 -0.490
C -3.422 -1.657 0.815
S -2.370 -0.338 1.282
C -3.773 -2.665 1.714
C -4.550 -3.722 1.294
H -6.390 -3.986 -1.983
H -4.986 -2.786 -1.950
H -3.658 -0.891 -1.168
H -3.408 -2.616 2.729
H -4.816 -4.518 1.975
*
```

Atom charges from the Löwdin analysis, given in e for atoms 1 to 5:
1. Pt 0.7726
2. Br 0.6262
3. C -1.0331
4. Br 0.6217
5. H -0.0096

ORCA calculation (ωB97M-V/def2-TZVPD) on C34H46N5O7P2SV as an isolated structure in a non-equilibrium geometry.

largest force on an atom	2.3	eV/Å
E_HOMO (spin up / spin down)	-7.4817 / -7.6435	eV
orbital gap (spin up / spin down)	7.403 / 7.710	eV
DFT total energy	-112885.911	eV

```
! RIJCOSX wB97M-V def2-TZVPD def2/J DEFGRID3
* xyz 0 3
V -0.331 0.252 0.000
C -2.224 0.471 4.852
C -2.129 0.092 3.373
C -3.332 0.627 2.609
P -0.610 0.565 2.390
C 0.756 0.074 3.568
C 2.049 0.724 3.108
C 0.909 -1.444 3.548
C -0.421 2.368 2.402
C -0.553 3.188 3.514
C -0.254 4.537 3.434
C 0.243 5.052 2.247
C 0.406 4.248 1.139
C 0.037 2.888 1.166
N 0.205 2.015 0.127
C 0.729 2.470 -1.077
C 0.266 3.613 -1.736
C 0.916 4.078 -2.863
C 2.014 3.401 -3.367
C 2.407 2.203 -2.792
C 1.765 1.719 -1.663
P 2.082 0.117 -0.851
C 3.749 0.467 -0.029
C 4.263 -0.827 0.599
C 4.824 1.211 -0.811
C 2.372 -1.082 -2.276
C 3.722 -1.129 -2.987
C 2.023 -2.471 -1.737
H -3.048 -0.084 5.302
H -1.323 0.229 5.413
H -2.452 1.527 4.961
H -2.130 -1.004 3.278
H -3.316 1.716 2.563
H -3.287 0.233 1.599
H -4.268 0.315 3.071
H 0.503 0.424 4.574
H 2.221 0.411 2.080
H 1.986 1.811 3.141
H 2.891 0.407 3.722
H 1.184 -1.752 2.535
H 1.694 -1.759 4.236
H -0.017 -1.945 3.828
H -0.861 2.770 4.459
H -0.377 5.176 4.295
H 0.533 6.092 2.190
H 0.859 4.671 0.255
H -0.605 4.128 -1.353
H 0.572 4.984 -3.340
H 2.547 3.787 -4.223
H 3.218 1.646 -3.232
H 3.457 1.150 0.780
H 4.770 -1.445 -0.138
H 4.960 -0.621 1.409
H 3.430 -1.402 1.009
H 5.226 0.626 -1.630
H 4.427 2.143 -1.205
H 5.644 1.460 -0.136
H 1.608 -0.788 -3.006
H 4.524 -1.422 -2.316
H 3.663 -1.873 -3.781
H 3.978 -0.185 -3.457
H 2.811 -2.833 -1.076
H 1.083 -2.426 -1.182
H 1.904 -3.177 -2.558
O -0.197 0.563 -3.696
C -0.826 0.219 -2.710
O -0.305 -0.396 -1.708
C -2.308 0.389 -2.618
C -3.040 0.390 -3.782
C -4.432 0.392 -3.745
C -5.089 0.418 -2.513
C -4.364 0.462 -1.352
C -2.927 0.440 -1.331
O -2.278 0.453 -0.239
N -5.099 0.506 -0.102
O -5.541 -0.543 0.310
O -5.237 1.585 0.426
N -5.191 0.335 -4.943
O -6.407 0.311 -4.847
O -4.589 0.300 -6.002
H -2.523 0.365 -4.730
H -6.169 0.405 -2.503
C -1.663 -5.812 -1.107
N -1.570 -4.402 -0.801
C -0.866 -3.767 0.148
S -1.380 -2.218 0.584
N 0.164 -4.301 0.827
C 1.026 -5.414 0.500
H -2.578 -5.979 -1.670
H -1.718 -6.410 -0.196
H -0.823 -6.153 -1.717
H -2.282 -3.811 -1.208
H 0.551 -3.633 1.482
H 0.455 -6.264 0.148
H 1.556 -5.711 1.403
H 1.758 -5.133 -0.261
*
```

Atom charges from the Löwdin analysis, given in e for atoms 1 to 5:
1. V 0.5912
2. C -0.1004
3. C -0.5109
4. C -0.1305
5. P 1.0607

ORCA calculation (ωB97M-V/def2-TZVPD) on C19H22FN3O4SV as an isolated structure in a non-equilibrium geometry.

largest force on an atom	1.2	eV/Å
E_HOMO (spin up / spin down)	-11.9262 / -11.9232	eV
ΔE to the lowest compared entry with this formula, charge and spin	111.7	kJ/mol
orbital gap (spin up / spin down)	6.819 / 7.045	eV
DFT total energy	-71957.148	eV

```
! RIJCOSX wB97M-V def2-TZVPD def2/J DEFGRID3
* xyz 1 3
V 0.046 0.765 0.802
C 2.105 3.782 0.793
C 1.602 2.531 0.126
C 2.318 1.317 0.237
C 3.530 1.222 1.116
C 1.890 0.169 -0.481
C 2.645 -1.122 -0.310
C 0.787 0.269 -1.371
C 0.426 -0.861 -2.302
C 0.009 1.456 -1.400
C -1.238 1.529 -2.239
C 0.399 2.576 -0.620
C -0.448 3.819 -0.639
H 1.691 3.901 1.798
H 1.838 4.659 0.211
H 3.187 3.762 0.880
H 4.432 1.303 0.503
H 3.571 0.268 1.634
H 3.553 2.002 1.870
H 2.759 -1.366 0.746
H 3.649 -1.030 -0.730
H 2.150 -1.966 -0.777
H -0.447 -1.418 -1.955
H 1.244 -1.561 -2.426
H 0.190 -0.458 -3.285
H -1.050 2.143 -3.124
H -2.063 1.979 -1.693
H -1.569 0.551 -2.567
H -1.508 3.579 -0.632
H -0.250 4.388 -1.551
H -0.249 4.461 0.213
F 0.714 -3.865 0.379
C -0.603 -3.705 0.204
C -1.283 -2.799 0.906
N -2.639 -2.609 0.735
C -3.303 -1.503 1.415
C -2.884 -0.212 0.722
O -3.548 0.407 -0.055
O -1.614 0.132 1.001
C -3.394 -3.432 -0.102
O -4.586 -3.325 -0.228
N -2.643 -4.365 -0.796
C -1.266 -4.579 -0.767
O -0.718 -5.394 -1.460
H -0.802 -2.190 1.659
H -3.041 -1.502 2.472
H -4.375 -1.620 1.292
H -3.174 -4.955 -1.423
S 1.946 1.166 5.024
C 1.267 0.938 3.629
N 0.750 0.766 2.564
*
```

Atom charges from the Löwdin analysis, given in e for atoms 1 to 5:
1. V 1.0369
2. C 0.0029
3. C -0.1878
4. C -0.2136
5. C -0.0101

ORCA calculation (ωB97M-V/def2-TZVPD) on C4HLiO4Yb as an isolated structure in a non-equilibrium geometry.

largest force on an atom	4.9	eV/Å
E_HOMO (spin up / spin down)	-23.2543 / -23.2541	eV
orbital gap (spin up / spin down)	8.285 / 6.456	eV
DFT total energy	-44050.030	eV

```
! RIJCOSX wB97M-V def2-TZVPD def2/J DEFGRID3
* xyz 3 2
O -0.985 2.851 0.422
C -0.459 3.824 0.183
C -0.985 -0.696 -0.851
C -1.016 -1.845 -0.253
H -1.690 -2.479 0.309
Li -1.685 0.869 0.660
O 0.998 -1.983 0.128
C 1.008 -0.744 -0.031
O 1.198 0.167 0.805
O 0.365 -0.376 -1.149
Yb 3.251 0.411 -0.223
*
```

Atom charges from the Löwdin analysis, given in e for atoms 1 to 5:
1. O -0.0294
2. C 0.1279
3. C 0.1225
4. C 0.4026
5. H 0.1650

ORCA calculation (ωB97M-V/def2-TZVPD) on CH5MnO3 as an isolated structure in a non-equilibrium geometry.

largest force on an atom	5.8	eV/Å
E_HOMO (spin up / spin down)	-20.2461 / -20.5061	eV
ΔE to the lowest compared entry with this formula, charge and spin	283.9	kJ/mol
orbital gap (spin up / spin down)	9.083 / 6.425	eV
DFT total energy	-38554.400	eV

```
! RIJCOSX wB97M-V def2-TZVPD def2/J DEFGRID3
* xyz 2 7
O 1.810 0.170 -0.437
Mn 0.456 -1.194 -0.980
O 2.867 -0.409 0.203
H 3.636 -0.130 -0.327
O -0.657 0.050 -0.009
H 0.958 0.842 0.215
C -2.002 0.116 0.255
H -2.536 -0.789 -0.052
H -2.116 0.310 1.343
H -2.417 1.034 -0.211
*
```

Atom charges from the Löwdin analysis, given in e for atoms 1 to 5:
1. O -0.2786
2. Mn 1.4643
3. O 0.0130
4. H 0.1592
5. O -0.1685

ORCA calculation (ωB97M-V/def2-TZVPD) on a 2-piece molecular cluster, H4OS overall in a non-equilibrium geometry.

largest force on an atom	2.5	eV/Å
E_HOMO	-10.2522	eV
ΔE to the lowest compared entry with this formula, charge and spin	193.7	kJ/mol
orbital gap	10.440	eV
DFT total energy	-12945.471	eV

```
! RIJCOSX wB97M-V def2-TZVPD def2/J DEFGRID3
* xyz 0 1
S 1.001 -0.286 -0.077
H 2.353 0.155 -0.023
H 1.979 0.333 -0.899
H -1.155 0.315 -0.156
H -2.097 -0.101 0.999
O -2.042 0.445 0.205
*
```

Atom charges from the Löwdin analysis, given in e for atoms 1 to 5:
1. S 0.4725
2. H -0.1474
3. H -0.1438
4. H -0.1126
5. H 0.0324

ORCA calculation (ωB97M-V/def2-TZVPD) on C6H9NPbS as an isolated structure in a non-equilibrium geometry.

largest force on an atom	3.1	eV/Å
E_HOMO (spin up / spin down)	-7.8041 / -5.7743	eV
ΔE to the lowest compared entry with this formula, charge and spin	286.7	kJ/mol
orbital gap (spin up / spin down)	7.436 / 5.666	eV
DFT total energy	-23936.490	eV

```
! RIJCOSX wB97M-V def2-TZVPD def2/J DEFGRID3
* xyz 0 1
Pb -0.748 2.656 0.163
C 1.873 1.318 -2.115
H 1.564 2.328 -2.602
H 2.331 1.434 -1.088
H 0.999 0.529 -2.117
H 2.531 0.528 -2.956
H 3.075 0.363 -3.669
S -2.010 1.031 -1.082
C -1.498 -0.035 0.213
C -1.851 -1.351 0.447
C -1.355 -2.011 1.587
C -0.462 -1.320 2.411
C -0.109 -0.027 2.152
N -0.684 0.629 1.095
H -2.540 -1.810 -0.268
H -1.653 -3.026 1.797
H -0.047 -1.792 3.304
H 0.585 0.558 2.728
*
```

Atom charges from the Löwdin analysis, given in e for atoms 1 to 5:
1. Pb 0.6570
2. C -0.1663
3. H 0.0379
4. H 0.0087
5. H 0.0286